Computed, not measured: a structure of composition C5H8FO4Tb at a distorted geometry, with ωB97M-V/def2-TZVPD.

Positions of all 19 atoms, in Å:
O1 1.196 0.793 -0.534
C1 2.147 -0.152 -0.640
C2 1.840 -1.230 0.401
O2 1.205 -0.540 1.474
C3 0.104 0.142 1.084
O3 -0.886 -0.673 0.732
O4 -0.110 1.264 1.609
C4 -2.154 -0.101 0.369
H1 2.737 -1.724 0.784
F1 3.431 0.377 -0.334
H2 2.242 -0.567 -1.656
H3 1.143 -1.960 -0.035
H4 -2.876 -0.903 0.559
H5 -2.367 0.739 1.043
C5 -2.195 0.336 -1.079
H6 -3.217 0.663 -1.319
H7 -1.528 1.188 -1.263
H8 -1.926 -0.494 -1.746
Tb1 1.215 2.842 0.551

As for the net charge: +1. The calculated total energy is -1420.3593 a.u. The expectation value of S² is 15.7716. For the energy above the lowest of the compared OMol25 structures with the same formula, charge and spin, the calculation gives 4.1 kcal/mol. The value obtained for the frontier orbital gap (alpha / beta) is 9.71 / 7.68 eV. As for the multiplicity: 8.